DFT (wB97M-V/def2-TZVPD) results for 2 unconnected molecules or ions with the total composition CH5BrN2 in a non-equilibrium geometry.

Atoms and positions in Å:
Br: 1.152 -0.915 -1.059
N: -1.150 0.383 0.935
N: -1.386 -0.777 0.246
C: 1.764 0.809 -0.811
H: -1.084 0.283 1.932
H: 1.933 1.076 0.137
H: -1.446 -1.627 0.805
H: -1.908 -0.509 -0.562
H: 2.124 1.275 -1.624

Values from the calculation:
ΔE to the lowest compared entry with this formula, charge and spin = 69.3 kcal/mol
Maximum force = 0.067 Eh/bohr
DFT total energy = -2724.44615 a.u.

Atom charges from the natural (NBO) analysis, given in e for atoms 1 to 2: atom 1 (Br): 0.072, atom 2 (N): -0.470